Formula: C4H7I
Source: the Open Molecules 2025 dataset
Level of theory: the ωB97M-V functional and the def2-TZVPD basis

Atoms and positions in Å:
C: 0.254 -1.257 0.108
C: 0.009 0.225 0.444
C: 1.065 -0.199 -0.515
C: -1.251 0.973 0.079
I: 3.128 0.125 -0.148
H: 0.749 -1.827 0.819
H: -0.424 -2.002 -0.420
H: 0.456 0.535 1.340
H: 0.809 0.051 -1.869
H: -1.752 0.352 -0.700
H: -0.980 2.072 -0.026
H: -2.065 0.952 0.888

## Properties
LUMO level   0.540 eV
HOMO energy   -9.32 eV
Frontier orbital gap   9.86 eV